# 1
A structure of composition C59H67N4O43PVY at a distorted geometry, computed with ωB97M-V/def2-TZVPD.

The calculation puts the lowest unoccupied orbital energy at -0.087 Eh. The HOMO-LUMO gap is 6.353 eV.

```
176
Properties=species:S:1:pos:R:3:mulliken_charge:R:1
Y 2.7220 1.7249 0.2599 -0.379
O -1.5194 1.9640 2.5242 -0.494
V -1.1573 0.6051 1.8147 1.435
O -0.7259 -0.4755 2.8518 -0.547
O 4.4852 4.4021 3.2002 -0.526
C 3.9060 3.6217 2.2109 0.713
O 2.9181 2.9717 2.4376 -0.428
O 4.3526 3.4186 1.1076 -0.560
H 5.3801 4.5311 2.8774 0.315
P 0.7022 0.1771 -0.0984 1.926
O 2.0688 -0.4186 0.2740 -0.120
O -0.6933 -0.5347 -0.0124 0.096
O 1.1310 1.1391 -1.2191 0.256
O 0.7229 1.2029 1.0806 -1.144
C -7.3284 -2.8390 3.8429 -0.659
O -6.0873 -2.9960 4.3702 -0.300
C -5.6160 -4.2623 4.2290 -0.311
C -4.1804 -4.4251 4.8610 -0.944
O -3.2141 -3.6530 4.0662 0.080
C -1.8636 -3.8083 4.4401 -0.785
H -7.1822 -2.8687 2.7631 0.161
H -7.7489 -1.8551 4.0507 0.260
H -8.0149 -3.6145 4.1825 0.379
H -5.6451 -4.5918 3.1904 0.217
H -6.1988 -4.9342 4.8591 0.439
H -3.8358 -5.4561 4.9404 0.449
H -4.2801 -4.1069 5.8988 0.388
H -1.8145 -3.5847 5.5058 0.493
H -1.2016 -3.1630 3.8627 -0.145
H -1.4903 -4.8302 4.3747 0.423
C 0.4921 4.3529 -0.5974 -0.336
O 1.4323 3.8498 -0.0672 -1.184
N 0.5992 5.6075 -1.1249 0.397
C -0.4466 6.3300 -1.8482 -1.158
C 1.8259 6.3853 -1.0739 -1.084
H -0.5352 3.9608 -0.6528 0.539
H -1.1576 5.8066 -2.4874 0.284
H -0.1823 7.2111 -2.4328 0.415
H -1.1610 6.6749 -1.1006 0.437
H 2.3474 6.0367 -0.1825 0.270
H 2.4488 6.1730 -1.9427 0.230
H 1.7149 7.4650 -0.9742 0.505
C 5.8143 -0.0503 -0.3878 -0.527
O 4.8849 0.6900 -0.0915 -0.448
N 5.8819 -0.5141 -1.6693 0.409
C 5.0884 0.1028 -2.7304 -0.407
C 6.9105 -1.4577 -2.0736 -0.919
H 6.4864 -0.5493 0.3274 0.405
H 4.0710 0.3101 -2.3986 -0.839
H 5.0309 -0.5785 -3.5792 0.545
H 5.5270 1.0484 -3.0493 0.475
H 7.5985 -0.8116 -2.6189 0.387
H 7.2366 -2.1330 -1.2825 0.279
H 6.5066 -2.1124 -2.8458 0.239
C 3.3417 3.4370 -2.7749 -0.003
O 3.5074 2.7591 -1.7249 -0.308
N 4.2927 4.1833 -3.3329 0.488
C 4.0026 5.0325 -4.4970 -1.079
C 5.5567 4.3674 -2.7398 -0.882
H 2.3841 3.4385 -3.3182 0.320
H 4.5415 4.6040 -5.3420 0.411
H 4.2881 6.0825 -4.4319 0.379
H 2.9543 4.9845 -4.7916 0.344
H 6.3368 4.8433 -3.3339 0.411
H 5.5306 4.9887 -1.8446 0.309
H 5.9753 3.3754 -2.5701 0.170
C -4.6752 -0.2634 2.3504 -0.331
O -3.5705 -0.2116 1.9057 -0.909
N -5.7745 0.1314 1.6478 0.563
C -7.1011 -0.0297 2.1776 -1.343
C -5.6531 0.5369 0.2887 -0.647
H -4.9639 -0.8177 3.2568 0.415
H -7.0667 0.0976 3.2596 0.415
H -7.6618 -0.9039 1.8466 0.326
H -7.6897 0.8543 1.9324 0.500
H -6.5170 1.2012 0.3088 0.401
H -4.7618 1.1079 0.0288 -0.104
H -5.9313 -0.1132 -0.5409 0.211
C -2.5692 -6.0285 0.9840 -0.703
C -3.7612 -5.4642 0.6614 -0.130
C -4.0818 -3.9690 0.5942 0.525
O -5.2252 -3.5375 0.5850 -0.761
C -2.8327 -3.2278 0.4070 -0.101
C -1.5538 -3.7645 0.6955 0.776
C -1.3383 -5.2834 1.0886 0.236
O -0.2992 -5.8235 1.5292 -0.571
O -0.3238 -3.0756 0.6493 0.548
O -4.9281 -6.2610 0.7122 -0.630
H -2.4566 -7.0694 1.2492 0.492
H -2.9140 -2.1729 0.1902 0.134
H -0.3351 -2.2731 0.1225 -0.597
H -5.6080 -5.5839 0.7416 0.372
C -5.9455 4.0686 3.8843 -1.220
C -4.8796 4.1662 4.6607 0.665
C -3.5358 4.4866 4.2121 0.663
O -2.5895 4.9367 4.8919 -0.622
C -3.4566 4.5086 2.7143 -0.683
C -4.5427 4.4329 1.8684 0.435
C -5.9036 4.2203 2.3946 0.988
O -6.8157 4.2161 1.5979 -0.661
O -4.3842 4.5994 0.4942 -0.491
O -4.9644 4.2055 6.0182 -0.549
H -6.9438 3.8001 4.1966 0.460
H -2.5093 4.6846 2.2264 0.346
H -5.2440 4.4278 0.1032 0.326
H -4.1439 4.1652 6.5148 0.340
C 1.9995 0.6801 -4.6770 1.185
C 0.9949 1.6041 -4.6368 -0.347
C 0.6514 2.5151 -5.8075 0.492
O -0.2735 3.3205 -5.8854 -0.584
C 1.4247 2.1476 -6.9948 -1.060
C 2.3293 1.1363 -7.0858 0.237
C 2.7138 0.3052 -5.8690 0.440
O 3.5692 -0.5672 -5.8336 -0.651
O 2.9270 0.6866 -8.2673 -0.544
O 0.2708 1.8764 -3.5953 0.848
H 2.1782 0.1283 -3.7660 -0.104
H 1.1947 2.7274 -7.8765 0.487
H 3.7978 0.3599 -8.0296 0.333
H 0.4946 1.3388 -2.8321 -0.149
C 0.5005 -2.7691 -2.5628 1.075
C 1.8595 -2.6972 -2.6113 0.037
C 2.6062 -3.3000 -3.7723 0.380
O 3.8613 -3.4258 -3.7670 -0.660
C 1.7328 -3.8054 -4.8951 -1.040
C 0.3843 -3.9101 -4.8233 0.557
C -0.3270 -3.5067 -3.5887 0.093
O -1.4924 -3.7397 -3.3402 -0.605
O -0.3158 -4.2791 -5.9470 -0.547
O 2.6216 -1.9928 -1.6940 1.207
H -0.0020 -2.3289 -1.7142 -0.157
H 2.2011 -4.0899 -5.8257 0.450
H -1.2348 -4.0584 -5.7790 0.317
H 2.1038 -1.5816 -0.9980 -0.927
C 2.4106 0.2926 4.7880 -1.217
C 1.8515 -0.4220 5.8532 0.051
C 1.5029 -1.8885 5.7854 0.911
O 1.2755 -2.5904 6.7460 -0.671
C 1.7353 -2.4506 4.4665 -0.320
C 2.2697 -1.7210 3.4789 0.265
C 2.6971 -0.2490 3.4817 0.111
O 3.1485 0.3079 2.5159 -0.646
O 2.2803 -2.2320 2.2029 0.931
O 1.7669 -0.0322 7.1265 -0.601
H 2.7551 1.2671 5.1011 0.556
H 1.5128 -3.5057 4.4070 0.690
H 2.2823 -1.4797 1.6065 -0.651
H 1.5062 -0.8118 7.6223 0.361
C 4.8030 -5.1296 2.6994 -0.673
C 3.8028 -5.1891 1.7612 0.230
C 3.9264 -4.6843 0.3994 0.811
O 3.0884 -4.9275 -0.4519 -0.648
C 5.1230 -3.8208 0.1789 -0.503
C 6.1824 -3.8546 1.0908 0.341
C 6.1293 -4.4740 2.4137 0.752
O 7.0540 -4.4661 3.2532 -0.647
O 7.3875 -3.3246 0.7913 -0.531
O 2.5737 -5.7110 1.9588 -0.582
H 4.5576 -5.3184 3.7341 0.441
H 5.2360 -3.3406 -0.7818 0.249
H 7.9104 -3.2307 1.5909 0.333
H 1.9786 -5.6030 1.2133 0.337
C -2.8578 3.0788 -1.7988 -0.752
C -3.3884 3.3223 -3.0659 -0.344
C -3.7044 2.2583 -3.9661 0.505
O -4.2224 2.4183 -5.0800 -0.655
C -3.1225 0.9661 -3.5868 -0.363
C -2.6768 0.7143 -2.3409 -0.006
C -2.6019 1.6787 -1.2603 0.361
O -2.3050 1.4759 -0.1018 0.743
O -2.4591 -0.5726 -1.9726 -0.608
O -3.4223 4.5649 -3.7247 -0.552
H -2.5219 3.8723 -1.1478 1.096
H -3.1626 0.1083 -4.2418 0.552
H -1.8426 -0.5783 -1.2368 -0.039
H -3.4980 4.2984 -4.6438 0.373
```

# 2
A structure of composition C63H60Cl2CsN3O3P2S4 at a distorted geometry, computed with ωB97M-V/def2-TZVPD.

As for the net charge: -2. The calculation puts the lowest unoccupied orbital energy at 0.116 Eh. The HOMO-LUMO gap is 3.529 eV. Its energy above the lowest of the compared OMol25 structures with the same formula, charge and spin is 66.2 kJ/mol.

```
138
Properties=species:S:1:pos:R:3:mulliken_charge:R:1
Cs 0.8555 0.3492 -0.3131 1.480
O 0.4356 1.3198 2.0691 0.525
S 0.5855 0.9702 3.5109 0.507
C 1.3646 -0.6573 3.5417 0.488
C 2.7276 -0.8390 3.7242 -0.682
C 3.2623 -2.1168 3.6440 -1.166
C 2.4416 -3.1872 3.3418 -0.470
C 1.0804 -2.9951 3.1510 0.089
C 0.5092 -1.7353 3.2788 -0.404
P -1.2992 -1.4275 3.0489 1.090
C -1.8036 -1.5222 4.8203 0.534
C -1.1992 -2.3477 5.7683 -0.123
C -1.6260 -2.3414 7.0874 -0.789
C -2.6646 -1.5057 7.4820 -0.523
C -3.2684 -0.6737 6.5516 -0.709
C -2.8346 -0.6801 5.2313 -0.186
C -1.8553 -3.0310 2.3704 0.877
C -1.5713 -3.2815 1.0265 0.201
C -1.9498 -4.4835 0.4427 -0.474
C -2.6399 -5.4288 1.1883 -0.821
C -2.9472 -5.1781 2.5193 -0.751
C -2.5504 -3.9869 3.1123 -0.749
C 1.9411 1.9848 4.1046 -0.637
C 2.1240 1.9424 5.4805 -0.007
C 3.1278 2.6797 6.0824 -0.902
C 3.9357 3.4746 5.2852 -0.884
C 3.7245 3.5366 3.9155 -0.709
C 2.7174 2.8062 3.2733 0.285
P 2.5559 2.8807 1.4073 0.557
C 1.1011 3.9727 1.1836 0.385
C 0.5389 4.0236 -0.0929 -0.036
C -0.5671 4.8271 -0.3387 -0.630
C -1.1210 5.5843 0.6847 -0.638
C -0.5687 5.5336 1.9584 -0.795
C 0.5362 4.7321 2.2058 0.056
C 3.9064 4.0681 1.0022 -0.293
C 5.0772 3.5144 0.4884 -0.570
C 6.1417 4.3229 0.1111 -0.682
C 6.0388 5.7009 0.2261 -0.457
C 4.8682 6.2671 0.7164 -0.790
C 3.8104 5.4565 1.0997 0.148
H 3.3779 0.0063 3.9044 0.370
H 4.3293 -2.2592 3.7572 0.357
H 2.8594 -4.1748 3.1999 0.324
H 0.4634 -3.8343 2.8590 0.254
H -0.3835 -2.9949 5.4680 0.452
H -1.1459 -2.9892 7.8112 0.415
H -2.9953 -1.4997 8.5138 0.343
H -4.0700 -0.0098 6.8518 0.410
H -3.2868 -0.0093 4.5092 0.045
H -1.0147 -2.5775 0.4120 -0.023
H -1.6819 -4.6431 -0.5969 0.319
H -2.9321 -6.3667 0.7304 0.310
H -3.4872 -5.9139 3.1050 0.304
H -2.7894 -3.8068 4.1524 0.330
H 1.4747 1.3080 6.0750 0.498
H 3.2732 2.6335 7.1540 0.370
H 4.7312 4.0631 5.7256 0.390
H 4.3686 4.1761 3.3287 0.369
H 0.9334 3.4252 -0.9112 0.411
H -1.0001 4.8145 -1.3319 0.312
H -1.9936 6.1985 0.4965 0.343
H -1.0116 6.1039 2.7661 0.382
H 0.9472 4.6832 3.2076 0.354
H 5.1427 2.4390 0.3654 0.422
H 7.0408 3.8746 -0.2927 0.419
H 6.8612 6.3351 -0.0820 0.370
H 4.7765 7.3441 0.7907 0.404
H 2.8949 5.9036 1.4688 0.386
C 3.3495 4.8962 -4.1134 -0.960
C 2.3428 4.5986 -5.2188 -0.792
N 1.0303 4.2691 -4.6824 0.353
C 0.0660 5.3475 -4.5966 -0.212
C -0.8137 5.4351 -5.8370 -1.267
C 0.7932 3.0114 -4.2040 0.501
S -0.7021 2.6733 -3.4265 -0.433
N 1.7447 2.1233 -4.4734 -0.337
C 2.1825 1.2347 -3.5768 -0.061
O 2.0832 1.3608 -2.3446 -0.603
C 2.9068 0.0361 -4.1180 -0.088
C 3.5614 0.0812 -5.3467 -0.137
C 4.2264 -1.0374 -5.8243 -0.632
C 4.2131 -2.2197 -5.0901 -0.492
C 3.5415 -2.2754 -3.8779 -0.509
C 2.9031 -1.1460 -3.3823 -0.172
H 4.3255 5.1572 -4.5302 0.426
H 3.4658 4.0168 -3.4790 0.173
H 3.0092 5.7257 -3.4885 0.275
H 2.6914 3.7628 -5.8230 0.357
H 2.2218 5.4658 -5.8745 0.484
H 0.6219 6.2789 -4.4516 0.475
H -0.5548 5.1857 -3.7176 -0.102
H -0.2104 5.5724 -6.7377 0.346
H -1.5138 6.2710 -5.7611 0.419
H -1.3833 4.5110 -5.9374 0.250
H 3.5342 1.0009 -5.9177 0.411
H 4.7440 -0.9944 -6.7765 0.340
H 4.7131 -3.1015 -5.4746 0.390
H 3.4812 -3.1948 -3.3082 0.424
H 2.3726 -1.2452 -2.4419 -0.070
O -1.6796 -0.1682 -1.9483 1.071
C -2.5445 -1.0008 -2.6984 -0.680
C -3.8411 -0.2853 -3.0690 -0.890
C -4.5582 0.3301 -1.8677 -0.472
C -4.8023 -0.6200 -0.7283 0.181
C -5.3078 -1.9010 -0.9514 -0.470
C -5.4874 -2.7570 0.1158 -0.468
C -5.1663 -2.3133 1.3887 -0.508
C -4.6730 -1.0272 1.5190 -0.236
N -4.4895 -0.1971 0.4964 0.148
H -1.3000 0.5083 -2.5335 -0.562
H -2.7386 -1.8649 -2.0617 0.233
H -2.0457 -1.3881 -3.5913 0.486
H -4.4972 -0.9911 -3.5899 0.325
H -3.6074 0.5158 -3.7776 0.483
H -5.5196 0.7532 -2.1812 0.375
H -3.9593 1.1518 -1.4765 -0.002
H -5.5192 -2.2263 -1.9613 0.296
H -5.8491 -3.7654 -0.0437 0.375
H -5.2590 -2.9536 2.2534 0.410
H -4.3944 -0.6435 2.4961 0.281
S 1.9509 -2.6634 -0.0026 -0.422
C 1.7781 -4.2686 -0.6970 -0.298
C 2.5722 -5.3071 -0.1870 -0.464
C 2.5012 -6.6158 -0.6463 -0.604
C 1.6021 -6.9191 -1.6617 -0.491
C 0.8090 -5.9096 -2.1881 -0.557
C 0.8582 -4.5734 -1.7477 -0.102
S -0.2008 -3.3891 -2.4780 -0.361
H 3.2759 -5.0500 0.5986 0.266
H 3.1413 -7.3809 -0.2172 0.290
H 1.5184 -7.9311 -2.0473 0.277
H 0.1093 -6.1357 -2.9854 0.308
Cl -4.8197 3.0875 1.5878 -0.224
C -3.1236 2.5527 1.5821 1.284
Cl -2.4464 2.6345 3.2195 -0.143
H -2.5528 3.2211 0.9488 -0.444
H -3.1032 1.5229 1.2386 -0.434
```

# 3
A cluster of 10 separate species, C5H31N2O10 in total at a distorted geometry, computed with ωB97M-V/def2-TZVPD.

Its spin multiplicity is 2. As for the expectation value of S²: 0.750. The calculation puts the lowest unoccupied orbital energy (spin up / spin down) at -0.013 / -0.016 Eh. The HOMO-LUMO gap (spin up / spin down) is 1.958 / 8.821 eV. Its energy above the lowest of the compared OMol25 structures with the same formula, charge and spin is 300.6 kJ/mol.

```
48
Properties=species:S:1:pos:R:3:mulliken_charge:R:1
N -0.6693 -2.2455 0.1186 -0.876
C 0.1774 -0.9978 0.0872 1.726
C 1.3094 -1.1577 1.1658 -1.524
C -0.7490 0.1381 0.5164 -1.004
N -1.1508 0.9405 -0.5716 1.248
C -2.1645 2.0061 -0.2966 -1.503
C -0.3633 1.1250 -1.7683 -1.505
O -1.3593 0.2702 1.5550 -0.520
H -1.2377 -2.4623 -0.7458 0.312
H -0.9752 -2.4176 1.0951 0.586
H -0.0889 -3.0844 -0.0390 0.649
H 0.5597 -0.9120 -0.9294 -1.078
H 2.0346 -1.9163 0.8096 0.538
H 0.9836 -1.3568 2.1901 0.384
H 1.9678 -0.3027 1.1167 0.272
H -3.1317 1.7182 -0.6915 0.422
H -1.8851 2.9207 -0.8543 0.384
H -2.0054 2.2475 0.7647 0.323
H 0.5919 1.6793 -1.7397 0.392
H -0.7989 1.8840 -2.4456 0.363
H -0.1204 0.1772 -2.2761 0.407
H 2.3425 1.6743 -0.1380 0.368
H 3.3894 2.2763 -1.2250 0.261
O 2.9963 1.4796 -0.8658 -0.652
H 1.2457 -2.5587 -1.8224 0.282
H 0.2672 -3.6533 -2.3902 0.305
O 0.9205 -3.4601 -1.7206 -0.770
H -1.3695 -2.8810 -3.9755 0.332
H -2.1635 -2.5443 -2.8083 0.035
O -1.2275 -2.6707 -3.0366 -0.407
H -0.9591 -1.1290 4.6993 0.245
H -1.1769 -0.5966 3.2505 0.425
O -0.6068 -1.1504 3.8058 -0.522
H 1.7694 4.9309 1.2290 0.315
H 0.3350 5.2432 1.2202 0.323
O 0.9720 4.7078 0.7278 -0.659
H 1.6059 1.3247 4.0445 0.249
H 0.5494 0.1935 3.2669 0.197
O 0.9240 1.0709 3.4203 -0.672
H 3.1242 -0.4965 -2.9871 0.299
H 2.5770 0.1914 -1.7540 0.344
O 2.4125 -0.5979 -2.3461 -0.596
H 0.9216 2.9674 0.8501 0.366
H 0.9927 1.9497 1.7271 0.180
O 0.9378 1.9844 0.7314 -0.365
H -4.1410 -2.0014 -1.5073 0.054
H -3.4113 -0.6694 -1.1218 -0.091
O -3.2649 -1.6288 -1.2068 0.159
```

What is the formula in the first record?
C59H67N4O43PVY